No. 1
A cluster of 2 separate species, C2H5NO3 in total. Source: the OMol25 dataset; level of theory: ωB97M-V with the def2-TZVPD basis set.

Positions of all 11 atoms, in Å:
N  -0.77693  -1.07738  2.05385
C  0.08254  -1.29426  3.15114
O  0.16997  -2.42027  3.57680
H  -0.86624  -1.83491  1.46600
H  -0.36295  -0.13402  1.61475
H  0.62808  -0.38468  3.50113
O  1.13604  2.62209  -3.51991
C  0.44605  1.67428  -3.47235
O  0.31275  1.11712  -2.16205
H  -0.23413  1.07453  -4.13209
H  -0.53519  0.65750  -2.07726

Atoms 1-2, force components in eV/Å:
N 2.94 6.26 1.43
C -1.22 -1.54 -1.33

Computed properties:
E_LUMO = 0.3 eV
SMILES string = NC=O.O=CO
Total energy = -9786.763 eV
ΔE to the lowest compared entry with this formula, charge and spin = 1.426 eV
Multiplicity = 1



No. 2
The ion C4H5N2O with charge +1. Source: the OMol25 dataset; level of theory: ωB97M-V with the def2-TZVPD basis set.

Positions of all 12 atoms, in Å:
O  1.07797  -1.01835  -4.28800
C  0.63347  -0.99462  -3.21612
N  0.31435  -0.81797  -2.04465
C  -0.08527  -0.90925  -0.68121
C  -0.13818  0.47411  0.13317
C  -1.04322  1.63830  -0.49533
N  0.24071  1.72318  -0.60270
H  0.67870  -1.35580  -0.09984
H  -0.98233  -1.58890  -0.63078
H  -0.22314  0.37710  1.24740
H  -2.10329  1.95829  -0.66026
H  1.13742  1.62840  -1.15956

Atoms 1-2, force components in eV/Å:
O -0.52 -0.31 -0.03
C -0.04 0.76 3.33

Computed properties:
E_LUMO = -6.3 eV
SMILES string = O=C=NC[C@@H]1C=[NH+]1
Total charge = +1
Total energy = -9245.051 eV
ΔE to the lowest compared entry with this formula, charge and spin = 3.199 eV
Multiplicity = 1



No. 3
A structure of composition C10H19ClIO6PS. Source: the OMol25 dataset; level of theory: ωB97M-V with the def2-TZVPD basis set.

Positions of all 39 atoms, in Å:
C  0.14965  -1.85419  -1.62461
C  0.62648  -0.57993  -0.93173
C  -0.45648  0.39426  -0.45951
I  -1.17339  -0.13812  1.49334
P  -1.89083  0.56155  -1.62487
Cl  -0.82714  1.59840  -3.07084
C  -2.78190  1.96564  -0.81610
C  -4.26830  1.70536  -0.49192
C  -4.67848  0.24872  -0.19565
S  -5.63584  -0.37235  -1.56379
O  -6.97231  0.11414  -1.39851
O  -4.95300  -0.15884  -2.79477
O  -5.62664  -1.95159  -1.30733
H  -0.29167  -2.56088  -0.92095
H  1.01155  -2.34935  -2.07716
H  -0.55736  -1.66405  -2.43173
H  1.19262  -0.88320  -0.04971
H  1.33158  -0.03135  -1.55510
H  -0.00071  1.37721  -0.33277
H  -2.25071  2.30144  0.07338
H  -2.73555  2.79522  -1.52426
H  -4.89988  2.08673  -1.29278
H  -4.51830  2.29176  0.39248
H  -3.84102  -0.40922  0.02937
H  -5.36832  0.21787  0.64963
H  -5.74762  -2.09336  -0.36155
C  6.40466  -1.15149  1.70286
C  5.48206  0.02774  1.86129
C  4.33111  -0.15868  2.82857
O  3.32746  0.70376  2.27726
C  3.56467  0.82180  0.95004
O  2.81418  1.31210  0.17107
O  4.76820  0.29139  0.63667
H  7.11314  -0.97576  0.89478
H  6.96334  -1.31698  2.62396
H  5.84009  -2.05353  1.46436
H  6.04686  0.93082  2.10884
H  4.55602  0.14024  3.84863
H  3.95172  -1.18329  2.81913

Atoms 1-2, force components in eV/Å:
C 0.24 0.00 -0.13
C -0.04 -0.39 0.28

Computed properties:
E_LUMO = 0.1 eV
Total energy = -63710.983 eV
Multiplicity = 1



No. 4
A structure of composition C5H5FInLiO4. Source: the OMol25 dataset; level of theory: ωB97M-V with the def2-TZVPD basis set.

Positions of all 17 atoms, in Å:
H  1.45497  -2.77317  0.98589
O  2.01000  -1.16478  -0.25292
O  0.28019  -1.14514  -1.53592
O  1.72236  0.58685  -1.61220
C  1.10244  -2.13267  0.18337
C  0.30611  -2.35106  -0.88801
C  1.47818  -0.55313  -1.30365
H  -0.49907  -3.05243  -1.08007
C  -1.73049  0.74073  0.23681
C  -0.98309  1.48898  1.24660
O  0.06363  2.09337  0.96038
In  1.34127  3.05285  2.22282
Li  0.41793  2.07942  -1.11913
F  -1.39027  1.23182  -1.01682
H  -2.81430  0.84996  0.37570
H  -1.36736  1.46313  2.27856
H  -1.39248  -0.41472  0.31860

Atoms 1-2, force components in eV/Å:
H -0.28 0.14 0.41
O -0.18 -1.86 2.46

Computed properties:
E_LUMO (spin up / spin down) = -13.1 / -16.7 eV
⟨S²⟩ = 0.7578
Total charge = +3
Total energy = -21517.874 eV
ΔE to the lowest compared entry with this formula, charge and spin = 0.000 eV
Multiplicity = 2



No. 5
An isolated molecule of C7H12. Source: the OMol25 dataset; level of theory: ωB97M-V with the def2-TZVPD basis set.

Positions of all 19 atoms, in Å:
C  1.75106  -0.22006  -1.12125
C  0.99241  -0.16084  -0.00080
C  1.39159  -0.80210  1.29030
C  -0.27445  0.66023  -0.09746
C  -0.19022  1.96778  -0.44978
C  -1.45975  -0.01237  0.55492
C  -2.00221  -1.08375  -0.38976
H  1.99200  0.68292  -1.70543
H  2.57222  -0.92032  -1.25480
H  0.74389  -1.65964  1.50433
H  1.22921  -0.04098  2.05314
H  2.46381  -0.92852  1.26981
H  -1.22109  2.29806  -0.51476
H  0.72622  2.52496  -0.57677
H  -1.10732  -0.20403  1.56952
H  -2.31856  0.66429  0.66111
H  -2.44843  -0.65205  -1.29480
H  -1.17058  -1.59894  -0.90441
H  -2.50757  -1.89371  0.15363

Atoms 1-2, force components in eV/Å:
C 1.40 0.77 0.89
C -0.01 0.55 -1.83

Computed properties:
E_LUMO = 1.0 eV
SMILES string = C=C(C)C(=C)CC
Total energy = -7450.901 eV
ΔE to the lowest compared entry with this formula, charge and spin = 2.531 eV
Multiplicity = 1



No. 6
A cluster of 2 separate species, C5H11N in total. Source: the OMol25 dataset; level of theory: ωB97M-V with the def2-TZVPD basis set.

Positions of all 17 atoms, in Å:
C  1.61422  0.72587  -1.02528
C  0.63815  1.28425  -0.30901
C  -0.76923  1.37642  -0.79632
N  0.85163  1.84585  0.95343
H  2.61633  0.63410  -0.62544
H  1.43127  0.38803  -2.03475
H  -1.19665  2.35476  -0.57604
H  -1.39335  0.63866  -0.28224
H  -0.84865  1.20447  -1.86600
H  0.09303  1.73414  1.61021
H  1.72856  1.54907  1.35941
C  -1.39220  -2.99351  0.98281
C  -0.78075  -2.24546  0.08258
H  -1.38534  -2.73887  2.03352
H  -1.93865  -3.88201  0.69523
H  -0.17694  -1.38384  0.32505
H  -0.82523  -2.51026  -0.97015

Atoms 1-2, force components in eV/Å:
C 0.03 0.08 -0.01
C 0.03 -0.09 -0.08

Computed properties:
E_LUMO = 1.0 eV
SMILES string = C=C(C)N.C=C
Total energy = -6852.168 eV
ΔE to the lowest compared entry with this formula, charge and spin = 1.361 eV
Multiplicity = 1



No. 7
A cluster of 2 separate species, C5H10O2 in total. Source: the OMol25 dataset; level of theory: ωB97M-V with the def2-TZVPD basis set.

Positions of all 17 atoms, in Å:
C  1.13251  1.09940  2.24847
C  -1.15460  0.39034  -2.05236
C  -1.01998  0.08534  -0.72152
O  -1.77901  -0.87387  -0.17569
C  0.12361  0.57256  -0.04746
C  0.17851  0.47446  1.32756
H  0.54258  1.82220  2.82925
H  1.85413  1.67494  1.68609
H  1.42593  0.31718  2.95114
H  -2.04854  0.12319  -2.61201
H  -0.38246  0.93615  -2.57726
H  -2.47516  -0.49590  0.36325
H  0.82775  1.17086  -0.59149
H  -0.57495  -0.16758  1.75862
H  1.78669  -2.67098  -1.17056
H  0.33454  -2.40224  -1.55774
O  1.22844  -2.05605  -1.65828

Atoms 1-2, force components in eV/Å:
C -1.13 0.13 -0.66
C -0.58 0.33 -0.85

Computed properties:
E_LUMO (spin up / spin down) = -4.8 / -7.7 eV
⟨S²⟩ = 0.7857
Total charge = +1
Total energy = -9432.491 eV
ΔE to the lowest compared entry with this formula, charge and spin = 0.610 eV
Multiplicity = 2



No. 8
A cluster of 2 separate species, CH6N4OS in total. Source: the OMol25 dataset; level of theory: ωB97M-V with the def2-TZVPD basis set.

Positions of all 13 atoms, in Å:
C  -1.95249  0.09143  -0.24429
N  4.02126  0.82045  1.02936
N  3.50584  -1.20359  -0.31231
N  -3.06813  -0.08504  0.49975
N  -0.80304  -0.33610  0.02484
O  -2.16067  0.82110  -1.34771
S  3.02504  0.21689  -0.12649
H  3.81587  1.80984  1.07302
H  2.67346  -1.65350  -0.82189
H  -3.16767  -0.85502  1.12980
H  -3.84328  0.27895  0.06601
H  -0.86812  -0.88781  0.89321
H  -1.17807  0.98241  -1.86330

Atoms 1-2, force components in eV/Å:
C 0.72 -0.14 -0.16
N -2.30 -1.33 -2.92

Computed properties:
E_LUMO (spin up / spin down) = -0.2 / -0.2 eV
Total energy = -19975.108 eV
ΔE to the lowest compared entry with this formula, charge and spin = 0.121 eV
Multiplicity = 1



No. 9
An isolated molecule of C3H4N4O. Source: the OMol25 dataset; level of theory: ωB97M-V with the def2-TZVPD basis set.

Positions of all 12 atoms, in Å:
H  0.63686  0.66977  3.06502
N  -0.04750  0.17004  2.42027
C  -0.11233  0.17069  1.18338
N  -0.84679  -0.87509  0.53186
C  -0.59093  -0.77904  -0.78926
C  0.17869  0.26818  -1.05462
N  0.66175  0.85237  -2.16326
O  0.43203  0.33661  -3.28798
N  0.37254  0.95266  0.16645
H  -1.06673  -1.67496  1.16491
H  -1.17881  -1.47803  -1.45693
H  1.56123  1.38680  0.22016

Atoms 1-2, force components in eV/Å:
H -1.42 -0.38 -2.10
N 1.20 0.11 3.42

Computed properties:
E_LUMO = -0.8 eV
SMILES string = [H]/N=c1/[nH]cc(N=O)[nH]1
Total energy = -11179.509 eV
ΔE to the lowest compared entry with this formula, charge and spin = 4.460 eV
Multiplicity = 1



No. 10
A structure of composition C3H5NO2S. Source: the OMol25 dataset; level of theory: ωB97M-V with the def2-TZVPD basis set.

Positions of all 12 atoms, in Å:
C  1.64093  -0.66665  -0.74854
C  0.23327  -0.48649  -1.25851
C  -1.59563  1.06847  1.34026
H  1.87113  -0.86393  0.56082
H  0.27758  0.66044  -1.18403
H  -0.00213  -1.08165  -2.24090
H  0.06426  -0.30830  1.62152
H  -2.30356  1.11047  0.45201
N  -0.63513  0.12993  1.05799
O  -0.76487  -0.70823  -0.10194
O  -1.64856  1.61017  2.45356
S  2.86271  -0.46424  -1.95225

Atoms 1-2, force components in eV/Å:
C 3.13 -0.66 -0.03
C -0.06 1.77 3.03

Computed properties:
E_LUMO = -1.1 eV
Total energy = -19607.423 eV
ΔE to the lowest compared entry with this formula, charge and spin = 5.088 eV
Multiplicity = 1



No. 11
A cluster of 2 separate species, C3H9NO2 in total. Source: the OMol25 dataset; level of theory: ωB97M-V with the def2-TZVPD basis set.

Positions of all 15 atoms, in Å:
C  2.71001  1.04238  0.66580
C  1.35596  0.89003  1.39214
N  0.91991  2.20072  1.85282
C  0.38340  0.31721  0.37726
O  -0.24641  -0.69877  0.43476
H  3.48012  1.28714  1.39684
H  2.65322  1.90369  0.00108
H  3.01855  0.14805  0.13468
H  1.45916  0.14613  2.17826
H  0.36689  2.16660  2.69670
H  0.37499  2.62901  1.10025
H  0.32130  1.01151  -0.51874
O  -4.33581  -3.31372  -3.80246
H  -3.89466  -4.04890  -4.23587
H  -3.73870  -2.56115  -3.92401

Atoms 1-2, force components in eV/Å:
C -0.17 0.35 0.58
C 0.63 -0.70 -0.56

Computed properties:
E_LUMO = 0.9 eV
SMILES string = C[C@@H](N)C=O.O
Total energy = -8841.377 eV
ΔE to the lowest compared entry with this formula, charge and spin = 1.578 eV
Multiplicity = 1